1.
DFT (wB97M-V/def2-TZVPD) results for 11 unconnected molecules or ions with the total composition C22H66O11S7 in a non-equilibrium geometry.

Calculated values
Highest occupied orbital energy = -0.297 hartree
Maximum force = 10.41 eV Å⁻¹
Relative energy (zero: lowest compared OMol25 entry of this formula, charge and spin) = 0.088 eV
Energy = -122234.18767 eV

Geometry as ORCA input:
```
! RIJCOSX wB97M-V def2-TZVPD def2/J DEFGRID3
* xyz 0 1
C -23.43469 -56.48837 -1.14665
C -23.09676 -55.39821 -2.31930
O -22.11854 -54.59751 -1.91731
H -23.47939 -56.22804 -0.13329
H -22.75220 -57.23493 -1.07557
H -24.25364 -57.10117 -1.73095
H -24.10859 -54.86098 -2.73374
H -22.87017 -55.74381 -3.39045
H -22.44721 -53.77942 -1.72813
C -23.93932 -60.06056 0.07635
C -25.02002 -60.53461 1.11595
O -25.73655 -59.38815 1.53518
H -23.43571 -59.29366 0.55761
H -24.37385 -59.46503 -0.76531
H -23.27803 -60.73652 -0.16123
H -24.52511 -61.12041 2.04786
H -25.69609 -61.17414 0.64967
H -26.59524 -59.92401 1.87304
C -19.75404 -56.06051 6.84433
C -20.45911 -57.28123 6.46243
O -19.91354 -58.45935 7.06575
H -20.46415 -55.33131 6.98493
H -19.11875 -55.75611 6.01780
H -19.30832 -56.10424 7.87531
H -20.51195 -57.26162 5.38261
H -21.61739 -57.24666 6.78253
H -20.38838 -59.25069 6.77104
C -21.25836 -58.44920 1.24249
C -21.22469 -59.34236 2.37991
O -21.56307 -58.61333 3.45049
H -22.26525 -57.96948 1.06561
H -20.92130 -58.93527 0.31603
H -20.41435 -57.66560 1.31053
H -20.28211 -59.62855 2.66941
H -21.97031 -60.30292 2.37126
H -21.72399 -59.15785 4.08317
C -27.23426 -59.39699 6.04388
S -26.12332 -58.34034 5.09165
O -25.64714 -57.31528 6.12714
C -24.78384 -59.45520 4.76273
H -27.65652 -60.30395 5.54971
H -28.09623 -58.85164 6.50775
H -26.65702 -59.57303 7.07781
H -24.22544 -58.96705 4.08426
H -25.36531 -60.10645 4.04368
H -24.40049 -59.94192 5.64923
C -22.35901 -54.84131 3.06291
S -24.00657 -54.33329 3.54586
O -24.51614 -53.23342 2.59635
C -24.69370 -55.86235 3.00629
H -22.07686 -55.83898 3.33842
H -21.68352 -54.09684 3.22601
H -22.38893 -54.96988 1.89373
H -24.72274 -56.02509 2.02929
H -25.77831 -56.06574 3.35611
H -24.06729 -56.53764 3.23317
C -17.48958 -58.72813 4.13895
S -17.70686 -60.27809 5.02273
O -18.09532 -61.30697 4.05191
C -15.99979 -60.59295 5.39242
H -18.41417 -58.41559 3.62272
H -16.75385 -58.79638 3.21772
H -16.91383 -57.95697 4.71270
H -15.28729 -60.28035 4.61548
H -15.70801 -61.47521 5.42132
H -15.60386 -60.21845 6.40954
C -20.88155 -62.49113 7.05769
S -22.03195 -61.62277 6.08450
O -21.46783 -60.18768 6.03185
C -21.55197 -62.40686 4.51276
H -21.15127 -63.46013 7.01574
H -21.01151 -62.29640 8.08933
H -19.90222 -62.19244 6.81832
H -22.23829 -62.17927 3.71363
H -21.47508 -63.45482 4.69417
H -20.71176 -61.99300 4.24939
C -21.27853 -63.55137 -1.82132
S -20.00990 -62.74240 -1.07976
O -19.88546 -61.32585 -1.64578
C -20.85011 -62.33090 0.51177
H -20.93006 -63.96335 -2.75919
H -21.97781 -62.74173 -1.86445
H -21.41700 -64.55689 -1.46566
H -21.31522 -63.03673 1.08187
H -21.67494 -61.85019 0.25890
H -20.14805 -61.66584 1.09708
C -18.69237 -55.65195 3.05295
S -18.04978 -54.30530 2.06562
O -18.37470 -53.01748 2.79429
C -16.26326 -54.48369 2.20634
H -18.51752 -56.39788 2.55475
H -19.73487 -55.46763 3.31587
H -18.02824 -55.88360 3.79527
H -16.05800 -54.45867 3.34237
H -15.66249 -53.58618 1.71661
H -15.93149 -55.47363 1.89816
C -17.23103 -60.36210 0.79620
S -18.11471 -59.15612 -0.15840
O -17.91651 -57.80690 0.48363
C -16.99277 -59.14772 -1.61153
H -17.77123 -60.68985 1.78185
H -16.18258 -59.96471 1.07206
H -16.86592 -61.31495 0.18559
H -17.28066 -59.93751 -2.03102
H -15.89508 -59.09718 -1.54062
H -17.49202 -58.35208 -2.38872
*
```

Results of the Mulliken charge analysis, in e, for atoms 1 through 99: number 1, C, carries -0.224; number 2, C, carries -0.439; number 3, O, carries -0.441; number 4, H, carries -0.099; number 5, H, carries 0.197; number 6, H, carries 0.248; number 7, H, carries 0.264; number 8, H, carries 0.262; number 9, H, carries 0.292; number 10, C, carries -0.564; number 11, C, carries -0.166; number 12, O, carries -0.494; number 13, H, carries -0.153; number 14, H, carries 0.412; number 15, H, carries -0.261; number 16, H, carries 0.011; number 17, H, carries 0.635; number 18, H, carries 0.341; number 19, C, carries -1.268; number 20, C, carries 0.859; number 21, O, carries -0.611; number 22, H, carries 0.413; number 23, H, carries 0.174; number 24, H, carries 0.317; number 25, H, carries -0.409; number 26, H, carries 0.117; number 27, H, carries 0.495; number 28, C, carries -0.702; number 29, C, carries 2.160; number 30, O, carries 0.181; number 31, H, carries -0.360; number 32, H, carries 0.338; number 33, H, carries -0.096; number 34, H, carries -0.225; number 35, H, carries -0.837; number 36, H, carries -0.380; number 37, C, carries -0.986; number 38, S, carries 0.600; number 39, O, carries -0.645; number 40, C, carries -0.001; number 41, H, carries 0.319; number 42, H, carries 0.352; number 43, H, carries 0.249; number 44, H, carries -0.400; number 45, H, carries 0.077; number 46, H, carries 0.437; number 47, C, carries -0.418; number 48, S, carries 0.396; number 49, O, carries -0.680; number 50, C, carries -0.328; number 51, H, carries -0.347; number 52, H, carries 0.700; number 53, H, carries 0.188; number 54, H, carries 0.646; number 55, H, carries 0.336; number 56, H, carries -0.475; number 57, C, carries -0.312; number 58, S, carries 0.886; number 59, O, carries -0.734; number 60, C, carries -1.559; number 61, H, carries -0.604; number 62, H, carries 0.257; number 63, H, carries 0.598; number 64, H, carries 0.373; number 65, H, carries 0.685; number 66, H, carries 0.330; number 67, C, carries -1.173; number 68, S, carries 0.371; number 69, O, carries -0.662; number 70, C, carries -0.303; number 71, H, carries 0.597; number 72, H, carries 0.446; number 73, H, carries 0.133; number 74, H, carries -0.108; number 75, H, carries 0.655; number 76, H, carries -0.125; number 77, C, carries -1.007; number 78, S, carries 0.372; number 79, O, carries -0.563; number 80, C, carries 0.567; number 81, H, carries 0.382; number 82, H, carries 0.277; number 83, H, carries 0.419; number 84, H, carries 0.807; number 85, H, carries -0.934; number 86, H, carries -0.075; number 87, C, carries -0.117; number 88, S, carries 0.523; number 89, O, carries -0.715; number 90, C, carries -0.840; number 91, H, carries -0.135; number 92, H, carries -0.069; number 93, H, carries 0.550; number 94, H, carries 0.264; number 95, H, carries 0.291; number 96, H, carries 0.288; number 97, C, carries -0.845; number 98, S, carries 0.813; number 99, O, carries -0.636

=====

2.
DFT (wB97M-V/def2-TZVPD) results for a molecular structure, C22H70BFGaN24O14 in a non-equilibrium geometry.

Calculated values
Highest occupied orbital energy = -0.151 hartree
Maximum force = 1.06 eV Å⁻¹
Energy = -144162.59634 eV

Geometry as ORCA input:
```
! RIJCOSX wB97M-V def2-TZVPD def2/J DEFGRID3
* xyz -1 1
C -5.89283 0.73409 -0.27795
C -4.44592 1.04774 -0.71568
C -3.75917 -0.13808 -1.39770
C -2.23552 -0.01350 -1.54800
C -1.81002 1.34739 -2.13007
Ga -1.22667 -0.55126 0.14231
C -1.07777 -2.64698 0.12929
C -0.40219 -3.03227 1.34714
O -0.90704 -3.59368 2.33236
C 0.65952 0.29059 0.11014
C 1.48248 -0.00982 -1.11615
F 0.82606 -0.91746 -2.03151
B -2.14085 0.03366 1.98748
C -1.38145 0.87520 3.09690
O -3.46870 -0.27332 2.31911
H -6.23584 -0.20352 -0.71548
H -5.96783 0.67646 0.80942
H -6.58086 1.52908 -0.59006
H -4.48581 1.86826 -1.44062
H -3.87140 1.42022 0.13688
H -4.01717 -1.07664 -0.88858
H -4.22770 -0.21848 -2.39722
H -1.92303 -0.76098 -2.29148
H -2.36167 2.18070 -1.68979
H -0.73718 1.51656 -2.01144
H -2.02213 1.38409 -3.21215
H -2.06257 -3.11802 0.07738
H -0.46059 -2.89319 -0.74026
H 0.67460 -2.76526 1.42655
H 0.46591 1.36098 0.14876
H 1.20623 -0.00657 1.00918
H 1.69846 0.89084 -1.69559
H 2.40203 -0.54458 -0.85973
H -2.03301 1.60942 3.59598
H -0.53046 1.42592 2.68193
H -0.98991 0.20514 3.87275
H -3.71052 -1.04558 1.79658
C 0.93061 4.61765 0.56852
O 1.09661 3.51188 0.09740
N -0.25940 4.94138 1.17607
N 1.89263 5.59039 0.58335
H -0.46484 5.83270 1.58689
H -0.96901 4.22772 1.18333
H 2.77819 5.35843 0.17513
H 1.77083 6.48886 1.01057
C 1.73000 5.35885 4.81012
O 2.43975 6.25709 4.37791
N 1.70518 5.03105 6.14034
N 0.90207 4.62741 4.01672
H 1.13190 4.29797 6.51304
H 2.30269 5.55116 6.75294
H 0.89165 4.82164 3.03392
H 0.30173 3.89459 4.35698
C 3.08188 -3.09804 -4.21863
O 3.75007 -2.88519 -3.21155
N 3.55191 -3.88782 -5.23118
N 1.85070 -2.54804 -4.41077
H 3.03154 -4.08227 -6.06420
H 4.46311 -4.29367 -5.11301
H 1.47359 -1.97739 -3.66870
H 1.31546 -2.68014 -5.24679
C 4.69263 0.73048 -3.94285
O 4.64567 1.86708 -4.41879
N 3.65837 -0.13361 -3.90509
N 5.85747 0.23810 -3.41857
H 3.72761 -1.05927 -3.49756
H 2.77553 0.15935 -4.27946
H 6.65849 0.83952 -3.41638
H 5.93581 -0.68560 -3.03392
C 6.67041 2.70444 -7.93717
O 7.54921 3.07680 -8.69978
N 6.81053 2.68024 -6.58714
N 5.45288 2.25363 -8.38770
H 6.09637 2.35755 -5.95180
H 7.68229 3.00102 -6.21142
H 5.29979 2.25126 -9.37781
H 4.71568 1.96404 -7.77074
C 0.79782 -7.18189 0.36737
O -0.22493 -7.56976 -0.16943
N 0.84176 -6.14834 1.25129
N 2.01299 -7.78054 0.11411
H 1.68674 -5.84077 1.69157
H -0.01480 -5.66227 1.47013
H 2.02013 -8.53947 -0.53898
H 2.87250 -7.47963 0.52983
C -2.90341 4.89663 4.50938
O -2.55082 3.90188 3.89466
N -4.11197 4.99340 5.12314
N -2.05817 5.97297 4.62016
H -4.40454 5.79575 5.64485
H -4.73832 4.20743 5.05261
H -1.16799 5.84333 4.17573
H -2.26544 6.82964 5.09503
C -4.35714 -0.51686 6.46476
O -4.20128 0.44239 7.20683
N -4.13651 -0.49312 5.12840
N -4.78810 -1.73147 6.95955
H -4.28213 -1.29180 4.54323
H -3.78867 0.33972 4.68629
H -4.95321 -1.79129 7.94500
H -4.90650 -2.54678 6.38974
C 7.43580 -1.77612 -6.47392
O 7.28883 -2.50079 -5.49659
N 6.63866 -0.69802 -6.68159
N 8.39279 -2.00980 -7.41938
H 6.70561 -0.08443 -7.47305
H 5.93715 -0.51687 -5.98437
H 8.98488 -2.80745 -7.28702
H 8.52440 -1.42607 -8.22320
C -7.01423 3.56106 6.98195
O -6.62426 3.57325 5.82772
N -7.52889 4.67525 7.59337
N -6.96158 2.43589 7.74998
H -7.85291 4.68571 8.54080
H -7.58766 5.51183 7.04530
H -6.56385 1.61488 7.32924
H -7.26809 2.39949 8.70239
C 5.99503 -6.28048 -4.65434
O 6.08603 -6.79991 -5.75766
N 6.29641 -4.97690 -4.42103
N 5.56936 -6.99332 -3.55937
H 6.21905 -4.54846 -3.51863
H 6.60652 -4.40522 -5.19032
H 5.33359 -7.95595 -3.70279
H 5.47094 -6.59272 -2.64668
C -7.01874 -2.43768 2.01455
O -6.25348 -1.95091 1.20894
N -6.87048 -2.25956 3.36649
N -8.10328 -3.19114 1.64052
H -7.49330 -2.64340 4.04982
H -6.10544 -1.68371 3.66456
H -8.23720 -3.33621 0.65807
H -8.74756 -3.59683 2.29042
*
```

Results of the Mulliken charge analysis, in e, for atoms 1 through 99: number 1, C, carries -1.213; number 2, C, carries 0.244; number 3, C, carries -1.218; number 4, C, carries 1.174; number 5, C, carries -1.484; number 6, Ga, carries -1.542; number 7, C, carries -0.228; number 8, C, carries -0.211; number 9, O, carries -0.722; number 10, C, carries 0.303; number 11, C, carries -0.654; number 12, F, carries -0.189; number 13, B, carries 0.617; number 14, C, carries -0.824; number 15, O, carries -0.628; number 16, H, carries 0.273; number 17, H, carries 0.150; number 18, H, carries 0.401; number 19, H, carries 0.511; number 20, H, carries -0.165; number 21, H, carries 0.351; number 22, H, carries 0.394; number 23, H, carries 0.365; number 24, H, carries 0.277; number 25, H, carries 0.231; number 26, H, carries 0.384; number 27, H, carries 0.433; number 28, H, carries 0.350; number 29, H, carries 0.329; number 30, H, carries -0.386; number 31, H, carries 0.605; number 32, H, carries 0.268; number 33, H, carries 0.279; number 34, H, carries -0.032; number 35, H, carries 0.211; number 36, H, carries 0.326; number 37, H, carries 0.110; number 38, C, carries 0.587; number 39, O, carries -0.555; number 40, N, carries -0.354; number 41, N, carries -0.384; number 42, H, carries 0.232; number 43, H, carries 0.095; number 44, H, carries 0.215; number 45, H, carries 0.160; number 46, C, carries 0.558; number 47, O, carries -0.686; number 48, N, carries -0.395; number 49, N, carries -0.275; number 50, H, carries 0.175; number 51, H, carries 0.222; number 52, H, carries 0.193; number 53, H, carries 0.161; number 54, C, carries 0.686; number 55, O, carries -0.799; number 56, N, carries -0.260; number 57, N, carries -0.226; number 58, H, carries 0.133; number 59, H, carries 0.170; number 60, H, carries 0.188; number 61, H, carries 0.152; number 62, C, carries 0.441; number 63, O, carries -0.813; number 64, N, carries 0.038; number 65, N, carries -0.258; number 66, H, carries 0.013; number 67, H, carries 0.145; number 68, H, carries 0.200; number 69, H, carries 0.172; number 70, C, carries 0.485; number 71, O, carries -0.678; number 72, N, carries -0.241; number 73, N, carries -0.321; number 74, H, carries 0.232; number 75, H, carries 0.168; number 76, H, carries 0.188; number 77, H, carries 0.195; number 78, C, carries 0.637; number 79, O, carries -0.649; number 80, N, carries -0.273; number 81, N, carries -0.384; number 82, H, carries 0.152; number 83, H, carries 0.168; number 84, H, carries 0.213; number 85, H, carries 0.156; number 86, C, carries 0.556; number 87, O, carries -0.493; number 88, N, carries -0.282; number 89, N, carries -0.331; number 90, H, carries 0.106; number 91, H, carries 0.166; number 92, H, carries 0.161; number 93, H, carries 0.150; number 94, C, carries 0.618; number 95, O, carries -0.691; number 96, N, carries 0.006; number 97, N, carries -0.393; number 98, H, carries 0.046; number 99, H, carries -0.005

=====

Number 1: frontier orbital gap 7.9 eV. Number 2: frontier orbital gap 6.0 eV.